# 1
DFT (ωB97M-V/def2-TZVPD) results for a molecular structure, C13H15N2O8P2Ru.

Values from the calculation:
- HOMO-LUMO gap: 7.3327 eV
- Energy above the lowest of the compared OMol25 structures with the same formula, charge and spin: 0.000 eV
- Charge: +1
- E_HOMO: -12.89 eV

Atoms and positions in Å:
1 Ru 0.22073 -1.24756 -0.10822
2 O 3.95076 -2.56139 1.31288
3 P 3.33847 -1.57482 0.23954
4 O 4.23645 -0.53801 -0.24671
5 O 1.96931 -1.18081 0.86327
6 O 2.94629 -2.64954 -0.97625
7 P 1.66302 -2.38884 -1.85305
8 O 1.97585 -2.84246 -3.30533
9 O 1.33021 -0.89249 -1.77742
10 O 0.44568 -3.05441 -1.20103
11 H 4.91513 -2.50599 1.33611
12 H 2.48515 -3.65552 -3.42160
13 C -0.21431 -2.66784 1.35682
14 C -1.34297 -1.77656 1.38685
15 C -1.40830 -0.70193 2.29977
16 C -2.40240 0.25282 2.19407
17 C -3.29944 0.18868 1.13591
18 C -3.23790 -0.84016 0.18923
19 C -2.28767 -1.82972 0.32107
20 H -0.33545 -3.63118 0.88052
21 H 0.50135 -2.62499 2.16836
22 H -0.66407 -0.64524 3.08515
23 H -2.46019 1.06125 2.90962
24 H -4.05796 0.95419 1.03182
25 H -3.94520 -0.86362 -0.62835
26 H -2.23733 -2.65972 -0.37717
27 N -0.85836 3.43818 -3.02862
28 C -1.19558 3.67594 -1.74028
29 O -2.09965 4.39961 -1.38788
30 C -0.41987 2.88922 -0.71529
31 C 0.26639 3.53588 0.30220
32 C 0.92077 2.77947 1.25753
33 C 0.84539 1.40136 1.19439
34 N 0.14148 0.78015 0.23920
35 C -0.45540 1.50931 -0.71354
36 H -1.34199 3.94974 -3.74929
37 H -0.03071 2.92316 -3.27248
38 H 0.28366 4.61750 0.33755
39 H 1.49019 3.24663 2.04781
40 H 1.35836 0.76320 1.89800
41 H -0.98992 0.96650 -1.48517

The computed Löwdin charges, all in e, follow: Ru 1.346; O -0.079; P 0.273; O -0.224; O -0.404; O -0.221; P 0.228; O -0.022; O -0.322; O -0.330; H 0.103; H 0.123; C -0.040; C -0.382; C -0.010; C -0.035; C -0.011; C -0.034; C -0.043; H 0.093; H 0.099; H 0.138; H 0.126; H 0.128; H 0.124; H 0.132; N 0.194; C -0.515; O 0.096; C -0.107; C 0.040; C 0.003; C -0.086; N -0.075; C -0.056; H 0.125; H 0.115; H 0.140; H 0.125; H 0.116; H 0.130

***

# 2
DFT (ωB97M-V/def2-TZVPD) results for a single C13H15N3O3 molecule at a distorted geometry.

Values from the calculation:
- HOMO-LUMO gap: 8.4617 eV
- Energy above the lowest of the compared OMol25 structures with the same formula, charge and spin: 1.703 eV
- Structure (SMILES): NCC(=O)N[C@@H](Cc1c[nH]c2ccccc12)C(=O)O
- E_HOMO: -7.78 eV

Atoms and positions in Å:
1 C -1.61811 3.98993 1.62424
2 C -1.03293 2.81035 0.79610
3 C -0.26384 0.51843 1.10797
4 C -0.19733 -0.33641 2.36890
5 C 1.14068 0.50503 0.39282
6 C 1.31090 -0.80094 -0.38834
7 C 2.29566 -1.81505 -0.22933
8 C 0.47389 -1.21233 -1.48279
9 C 1.07259 -2.43917 -2.00658
10 C -0.50047 -0.63658 -2.33480
11 C 0.68877 -3.04993 -3.24935
12 C -0.89259 -1.29789 -3.54901
13 C -0.29209 -2.41867 -3.96305
14 H -0.21541 4.40728 2.88556
15 H -1.58398 4.85162 3.48889
16 H -1.46695 4.80947 0.92982
17 H -2.71267 3.81132 1.63619
18 H -0.64762 1.97188 2.62062
19 H -0.95176 0.08337 0.39544
20 H 1.97546 0.73340 1.08683
21 H 1.21799 1.35265 -0.23990
22 H 3.18954 -1.89008 0.38103
23 H 2.83916 -3.53867 -1.23009
24 H -1.00514 0.28563 -2.06258
25 H 1.07605 -4.01561 -3.47918
26 H -1.64403 -0.83091 -4.16798
27 H -0.83476 -2.86362 -4.79289
28 H -0.45411 -2.13828 2.85606
29 N -1.12852 4.04324 2.94610
30 N -0.63862 1.83249 1.62673
31 N 2.06107 -2.86343 -1.14007
32 O -1.23910 2.70430 -0.46135
33 O -0.09540 0.05255 3.52945
34 O -0.40927 -1.63389 2.07469

The computed Löwdin charges, all in e, follow: C -0.228; C -0.421; C -0.176; C -0.432; C -0.059; C -0.162; C -0.028; C -0.120; C -0.183; C 0.010; C -0.015; C -0.109; C -0.154; H 0.060; H 0.125; H 0.110; H 0.135; H 0.111; H 0.144; H 0.132; H 0.100; H 0.114; H 0.163; H 0.097; H 0.094; H 0.098; H 0.108; H 0.100; N -0.009; N 0.106; N 0.053; O -0.004; O 0.095; O 0.144

***

# 3
DFT (ωB97M-V/def2-TZVPD) results for a single C13H15N3O4 molecule at a distorted geometry.

Values from the calculation:
- HOMO-LUMO gap: 9.2563 eV
- Energy above the lowest of the compared OMol25 structures with the same formula, charge and spin: 2.075 eV
- Structure (SMILES): CC(C)(C)C(=O)OCn1c(-c2cccnc2)noc1=O
- E_HOMO: -9.45 eV

Atoms and positions in Å:
1 O 3.93768 0.86658 0.55962
2 O 0.14291 -0.45412 2.93325
3 N 2.40974 2.20062 -2.17172
4 N -2.30054 1.94002 -2.17309
5 O 3.55899 1.81036 -1.59692
6 O 0.91993 -0.61200 0.78713
7 C 3.24056 1.24792 -0.38251
8 C 0.27266 -1.13402 1.83244
9 C 1.33122 1.83327 -1.46470
10 C -2.36103 3.06856 -2.86360
11 C -1.08708 1.55993 -1.70342
12 C -1.16443 3.84209 -3.18892
13 C 0.03260 3.48138 -2.71735
14 C 0.02010 2.36790 -1.88480
15 N 1.85994 1.19873 -0.32536
16 C 1.16485 0.78775 0.88062
17 C 0.12668 -3.37067 2.81830
18 C -0.27936 -3.08650 0.30602
19 C -2.00149 -2.42928 1.99084
20 C -0.47446 -2.49983 1.71815
21 H -3.44079 3.27301 -3.21221
22 H -1.00248 0.56557 -1.12854
23 H -1.17400 4.84157 -3.69695
24 H 0.92079 4.01613 -3.04717
25 H 1.95537 0.99152 1.65999
26 H 0.13626 1.25849 0.91831
27 H -0.25944 -4.32510 2.82240
28 H 1.18540 -3.48355 2.62372
29 H -0.02097 -2.99700 3.87616
30 H -0.69100 -4.03735 0.07120
31 H 0.84506 -3.21670 0.08902
32 H -0.71485 -2.31436 -0.33905
33 H -2.44947 -1.81901 1.24882
34 H -2.44919 -3.41173 1.81711
35 H -2.19018 -1.96018 2.94323

The computed Löwdin charges, all in e, follow: O 0.096; O 0.033; N 0.093; N 0.047; O 0.079; O 0.029; C -0.435; C -0.340; C -0.153; C -0.112; C -0.079; C -0.052; C -0.048; C -0.155; N 0.076; C -0.086; C -0.050; C -0.044; C -0.028; C -0.497; H 0.132; H 0.141; H 0.122; H 0.127; H 0.165; H 0.166; H 0.053; H 0.088; H 0.116; H 0.070; H 0.118; H 0.079; H 0.065; H 0.097; H 0.085

***

# 4
DFT (ωB97M-V/def2-TZVPD) results for a single C13H15NS molecule at a distorted geometry.

Values from the calculation:
- HOMO-LUMO gap: 9.2529 eV
- Energy above the lowest of the compared OMol25 structures with the same formula, charge and spin: 4.486 eV
- Structure (SMILES): C=CC(=C)[C@](S)(C(=C)C)c1ccncc1
- E_HOMO: -8.81 eV

Atoms and positions in Å:
1 C -1.88786 1.17296 0.82059
2 C -1.86805 -0.75985 -0.69840
3 C -3.21867 1.30302 0.55663
4 C -3.22289 -0.49687 -0.87099
5 C -1.17817 0.13725 0.16247
6 C 3.29474 1.99551 -0.49542
7 C 0.68320 1.54912 -1.65297
8 C 1.64963 -1.88844 -0.72191
9 C 2.47426 1.05108 -0.08226
10 C 1.11735 0.88804 -0.56226
11 C 0.75033 -1.70593 0.24313
12 C 0.24491 -2.51838 1.42691
13 C 0.27980 0.03849 0.34632
14 N -3.90313 0.45741 -0.21533
15 S 0.73748 0.56423 2.02515
16 H -1.47380 1.96707 1.37410
17 H -1.57662 -1.62274 -1.30651
18 H -3.89119 2.01382 1.06013
19 H -3.91214 -1.11370 -1.63053
20 H 4.13696 2.23655 -0.02077
21 H 3.03349 2.53669 -1.41866
22 H -0.39966 1.53342 -2.06138
23 H 1.26558 2.09289 -2.33795
24 H 1.96670 -1.09588 -1.35622
25 H 1.94555 -2.82170 -0.92575
26 H 2.84307 0.64002 0.79088
27 H -0.18154 -3.50464 0.94027
28 H 1.08880 -2.64440 1.98011
29 H -0.48968 -2.06890 1.94420
30 H -0.30847 0.06385 2.68641

The computed Löwdin charges, all in e, follow: C -0.060; C -0.013; C -0.154; C -0.158; C -0.246; C 0.061; C 0.102; C 0.058; C -0.220; C -0.364; C -0.219; C -0.057; C -0.574; N 0.038; S 0.874; H 0.083; H 0.120; H 0.114; H 0.143; H 0.020; H 0.074; H 0.110; H 0.041; H 0.056; H 0.025; H 0.051; H 0.137; H 0.044; H 0.012; H -0.099

***

> What is the HOMO-LUMO gap in the fourth record?

9.2529 eV

***

> Among the records above, which one has the highest HOMO-LUMO gap?

C13H15N3O4

***

> Number 1 is which compound?

C13H15N2O8P2Ru

***

> What is the formula in the second record?

C13H15N3O3